A molecular structure, C24H27CoO. Source: the Open Molecules 2025 dataset; level of theory: wB97M-V/def2-TZVPD.

Values from the calculation:
HOMO level (spin up / spin down): -5.0 / -8.1 eV
LUMO level (spin up / spin down): 0.83 / 0.23 eV
<S²>: 6.034

```
! RIJCOSX wB97M-V def2-TZVPD def2/J DEFGRID3
* xyz 0 5
C 1.11 -1.47 1.80
C 2.02 -1.15 0.66
C 2.11 0.23 0.43
H 2.52 -1.94 0.10
C 1.27 0.90 1.42
C 0.69 -0.10 2.22
H 0.02 0.07 3.06
H 1.65 -1.97 2.63
H 2.64 0.72 -0.38
H 1.05 1.96 1.42
C -1.24 -1.46 -1.70
C -1.08 -2.58 -0.94
C -1.23 -2.27 0.55
H -0.94 -3.58 -1.32
C -1.60 -0.80 0.51
C -1.49 -0.30 -0.82
H -1.90 0.63 -1.17
H -1.25 -1.40 -2.78
H -2.03 -2.88 1.01
H -1.98 -0.25 1.37
Co 0.27 -0.27 0.24
O -0.03 3.18 -1.22
C 1.13 3.49 -2.01
C 0.44 4.57 -1.14
H 2.07 3.09 -1.63
H 0.99 3.60 -3.09
H 0.98 4.83 -0.22
H 0.56 7.22 -0.65
C -0.19 6.98 -1.41
C -0.37 5.62 -1.77
C -1.32 5.30 -2.77
H -1.47 4.25 -3.04
C -2.07 6.32 -3.36
H -2.82 6.04 -4.10
C -1.88 7.65 -3.01
H -2.46 8.43 -3.49
C -0.92 7.98 -2.05
H -0.75 9.02 -1.78
C 0.48 -5.15 3.36
C 0.51 -5.19 1.83
C 1.83 -5.74 1.28
C -0.70 -5.91 1.23
C 0.46 -3.81 1.49
C 0.08 -2.59 1.36
H 0.57 -6.15 3.82
H -0.47 -4.69 3.70
H 1.30 -4.52 3.72
H 1.97 -6.79 1.60
H 1.83 -5.71 0.18
H 2.67 -5.14 1.64
H -1.64 -5.45 1.57
H -0.66 -5.87 0.13
H -0.72 -6.97 1.52
*
```

Löwdin population analysis, charges in e, atoms 1 to 5: C -0.299; C -0.127; C -0.181; H 0.117; C -0.161

=====

3 unconnected molecules or ions with the total composition C24H27F3IN2O10P. Source: the Open Molecules 2025 dataset; level of theory: wB97M-V/def2-TZVPD.

Values from the calculation:
HOMO level: -8.3 eV
LUMO level: -1.91 eV

```
! RIJCOSX wB97M-V def2-TZVPD def2/J DEFGRID3
* xyz 0 1
O 3.71 -1.39 0.47
C 4.71 -0.63 0.42
C 4.72 0.83 -0.25
C 3.93 0.89 -1.65
C 4.34 0.18 -2.82
C 5.67 -0.71 -2.84
F 6.07 -1.06 -4.17
F 6.78 0.03 -2.32
F 5.51 -1.96 -2.17
C 3.42 0.36 -4.14
O 3.90 0.46 -5.30
C 1.84 0.46 -3.82
C 0.81 -0.20 -4.80
P 1.34 -1.10 -6.38
O 1.38 -2.81 -6.16
O 0.41 -0.62 -7.73
C -0.69 -0.08 -4.37
C -1.15 0.64 -3.06
C -2.75 0.69 -2.82
C -3.13 -0.66 -1.99
O -1.98 -1.50 -1.70
C -2.37 -2.59 -0.85
O -3.00 -2.43 0.23
C -0.12 1.30 -2.07
C -0.56 2.07 -0.74
C -1.61 1.28 0.18
O -1.45 0.15 0.67
I -3.50 2.34 0.62
C 1.38 1.19 -2.50
C 2.59 1.80 -1.64
O 2.55 2.90 -1.04
H 5.71 -1.00 0.87
H 5.77 1.25 -0.41
H 4.19 1.53 0.51
H 0.55 -3.02 -5.66
H 1.02 -0.71 -8.50
H -1.45 -0.57 -5.09
H -3.09 1.64 -2.29
H -3.27 0.58 -3.84
H -3.59 -0.31 -1.01
H -3.86 -1.30 -2.62
H -2.08 -3.67 -1.11
H -0.88 3.13 -1.01
H 0.39 2.19 -0.10
C -4.80 4.62 5.57
C -4.33 3.38 4.86
O -5.06 2.76 4.10
N -3.06 2.95 5.09
C -2.06 3.54 5.95
H -5.83 4.84 5.29
H -4.76 4.47 6.65
H -4.18 5.47 5.28
H -2.82 2.11 4.58
H -1.19 3.79 5.34
H -1.76 2.80 6.70
H -2.42 4.44 6.45
C 1.47 -4.20 3.37
C 0.18 -4.38 4.12
O 0.10 -5.08 5.13
N -0.93 -3.75 3.65
C -1.05 -2.89 2.49
H 2.26 -4.77 3.86
H 1.36 -4.58 2.35
H 1.75 -3.15 3.36
H -1.76 -3.92 4.21
H -1.40 -1.91 2.82
H -1.79 -3.33 1.82
H -0.10 -2.78 1.96
*
```

Löwdin population analysis, charges in e, atoms 1 to 5: O 0.001; C -0.196; C -0.077; C -0.019; C 0.063

=====

C24H27N3O3 in the gas phase. Source: the Open Molecules 2025 dataset; level of theory: wB97M-V/def2-TZVPD.

Values from the calculation:
HOMO level: -7.7 eV
LUMO level: 0.62 eV
energy above the lowest of the compared OMol25 structures with the same formula, charge and spin: 8.3 kcal/mol

```
! RIJCOSX wB97M-V def2-TZVPD def2/J DEFGRID3
* xyz 0 1
C -8.09 -0.73 -0.50
H -7.36 -0.30 -1.19
H -9.05 -0.26 -0.67
H -8.17 -1.79 -0.71
C -7.65 -0.51 0.94
H -7.60 0.56 1.18
O -6.43 -1.15 1.25
C -5.26 -0.62 0.81
C -4.12 -1.38 1.06
C -2.87 -0.93 0.68
C -2.71 0.29 0.03
C -3.86 1.05 -0.22
C -5.11 0.61 0.17
H -5.96 1.24 -0.05
H -3.77 2.00 -0.71
N -1.44 0.73 -0.37
C -1.16 1.83 -1.11
O -1.94 2.63 -1.58
C 0.35 1.92 -1.30
H 0.68 2.92 -1.00
H 0.57 1.80 -2.36
C 0.94 0.81 -0.43
H 1.65 0.20 -1.00
C 1.72 1.35 0.78
O 1.44 1.07 1.92
N 2.73 2.17 0.43
H 2.98 2.24 -0.54
C 3.75 2.57 1.38
H 4.01 3.62 1.22
H 3.30 2.45 2.38
C 5.00 1.68 1.27
C 4.59 0.24 1.35
C 4.37 -0.49 2.49
N 3.87 -1.71 2.17
C 3.72 -1.80 0.82
C 3.23 -2.82 0.02
C 3.19 -2.61 -1.34
C 3.66 -1.42 -1.92
C 4.15 -0.41 -1.12
C 4.18 -0.58 0.26
H 4.52 0.50 -1.57
C 3.60 -1.27 -3.42
H 4.20 -2.03 -3.90
H 3.97 -0.29 -3.73
H 2.57 -1.37 -3.77
H 2.81 -3.38 -1.99
H 2.87 -3.74 0.45
H 3.59 -2.42 2.83
H 4.54 -0.21 3.51
H 5.50 1.87 0.32
H 5.68 1.93 2.08
C -0.26 -0.02 0.01
H -0.23 -0.15 1.10
H -0.27 -1.01 -0.47
H -2.02 -1.56 0.89
H -4.23 -2.32 1.56
H -8.38 -0.98 1.62
*
```

Löwdin population analysis, charges in e, atoms 1 to 5: C -0.065; H 0.067; H 0.076; H 0.078; C -0.253

=====

C24H27N3O3S in the gas phase. Source: the Open Molecules 2025 dataset; level of theory: wB97M-V/def2-TZVPD.

Values from the calculation:
HOMO level: -8.0 eV
LUMO level: 0.00 eV
energy above the lowest of the compared OMol25 structures with the same formula, charge and spin: 29.2 kcal/mol

```
! RIJCOSX wB97M-V def2-TZVPD def2/J DEFGRID3
* xyz 0 1
C -5.89 -1.71 -2.28
H -4.81 -1.85 -2.22
O -6.50 -1.77 -1.01
C -6.12 -0.86 -0.07
C -6.77 -0.95 1.16
C -6.47 -0.05 2.17
C -5.52 0.93 1.96
C -4.84 1.02 0.74
C -5.16 0.12 -0.27
H -4.66 0.21 -1.22
C -3.85 2.07 0.62
C -2.79 2.27 -0.19
C -2.28 1.45 -1.30
O -2.97 0.80 -2.07
N -0.92 1.41 -1.47
C 0.07 2.12 -0.81
C 1.40 1.72 -0.93
C 2.42 2.46 -0.34
C 2.10 3.62 0.36
C 0.79 4.01 0.51
C -0.23 3.27 -0.07
S -1.90 3.79 0.10
H 0.53 4.91 1.05
H 2.90 4.19 0.79
C 3.86 2.08 -0.44
O 4.75 2.90 -0.31
N 4.08 0.77 -0.69
H 3.34 0.09 -0.58
C 5.39 0.17 -0.62
H 5.47 -0.56 -1.44
H 6.13 0.96 -0.78
C 5.64 -0.53 0.73
H 6.14 0.16 1.41
H 6.31 -1.38 0.57
C 4.36 -1.00 1.42
N 3.43 -1.64 0.51
C 2.11 -1.86 1.08
C 1.42 -2.75 0.04
H 0.93 -2.13 -0.71
H 0.67 -3.39 0.49
C 2.58 -3.55 -0.59
H 2.50 -4.61 -0.37
H 2.57 -3.43 -1.68
C 3.85 -2.94 0.02
H 4.22 -3.57 0.84
H 4.65 -2.82 -0.72
H 2.17 -2.39 2.05
H 1.60 -0.91 1.24
H 4.62 -1.66 2.26
H 3.85 -0.13 1.84
H 1.62 0.85 -1.53
H -0.62 0.78 -2.20
H -3.96 2.83 1.39
H -5.28 1.63 2.76
H -6.98 -0.12 3.12
H -7.52 -1.71 1.30
H -6.33 -2.53 -2.85
H -6.10 -0.77 -2.78
*
```

Löwdin population analysis, charges in e, atoms 1 to 5: C -0.079; H 0.096; O -0.081; C -0.263; C -0.001

=====

C24H27N3O4 in the gas phase. Source: the Open Molecules 2025 dataset; level of theory: wB97M-V/def2-TZVPD.

Values from the calculation:
HOMO level: -8.0 eV
LUMO level: 0.07 eV
energy above the lowest of the compared OMol25 structures with the same formula, charge and spin: 23.3 kcal/mol

```
! RIJCOSX wB97M-V def2-TZVPD def2/J DEFGRID3
* xyz 0 1
C -0.82 -0.27 -6.02
H -0.54 -1.32 -5.91
H 0.01 0.38 -5.71
H -1.06 -0.07 -7.07
O -2.00 0.03 -5.31
C -1.99 -0.13 -3.96
C -0.92 -0.56 -3.21
C -1.01 -0.69 -1.82
C -2.22 -0.36 -1.18
C -3.31 0.08 -1.94
C -3.21 0.20 -3.31
O -4.20 0.61 -4.13
C -5.45 0.96 -3.57
H -6.07 1.26 -4.41
H -5.91 0.11 -3.06
H -5.35 1.80 -2.87
H -4.23 0.32 -1.42
N -2.30 -0.50 0.17
C -1.30 -0.93 1.01
O -1.53 -1.09 2.20
C -0.02 -1.19 0.35
C 0.07 -1.10 -1.00
H 1.01 -1.33 -1.49
C 1.16 -1.59 1.20
N 1.53 -0.67 2.26
C 1.78 0.67 2.09
O 2.15 1.38 3.01
N 1.61 1.14 0.81
C 1.62 2.46 0.36
C 2.10 3.52 1.12
C 2.09 4.80 0.59
C 1.61 5.04 -0.69
C 1.13 3.99 -1.44
C 1.13 2.70 -0.92
H 0.74 1.88 -1.51
H 0.74 4.16 -2.44
H 1.61 6.04 -1.09
H 2.47 5.62 1.18
H 2.48 3.34 2.11
H 1.26 0.49 0.12
C 1.89 -1.24 3.55
H 2.29 -0.39 4.12
C 2.95 -2.36 3.46
C 2.24 -3.65 3.87
C 1.21 -3.17 4.89
H 0.41 -3.89 5.05
H 1.71 -2.98 5.85
C 0.69 -1.85 4.31
H -0.13 -2.03 3.61
H 0.32 -1.18 5.08
H 1.73 -4.10 3.02
H 2.93 -4.38 4.28
H 3.39 -2.42 2.46
H 3.75 -2.15 4.16
H 2.02 -1.78 0.53
H 0.91 -2.53 1.70
H -3.19 -0.30 0.63
H 0.02 -0.81 -3.68
*
```

Löwdin population analysis, charges in e, atoms 1 to 5: C -0.078; H 0.098; H 0.098; H 0.096; O -0.064

=====

C24H27N5O3 in the gas phase. Source: the Open Molecules 2025 dataset; level of theory: wB97M-V/def2-TZVPD.

Values from the calculation:
HOMO level: -8.2 eV
LUMO level: 0.59 eV
energy above the lowest of the compared OMol25 structures with the same formula, charge and spin: 31.5 kcal/mol

```
! RIJCOSX wB97M-V def2-TZVPD def2/J DEFGRID3
* xyz 0 1
O -0.30 -1.57 2.87
C 0.59 -1.60 2.04
N 0.73 -2.58 1.13
C -0.32 -3.53 0.87
H 0.12 -4.44 0.47
H -0.84 -3.74 1.81
C -1.35 -2.95 -0.13
N -0.72 -2.51 -1.34
C -0.37 -3.26 -2.41
C 0.24 -2.42 -3.31
C 0.21 -1.17 -2.69
N -0.36 -1.24 -1.50
H 0.58 -0.23 -3.06
H 0.64 -2.66 -4.27
H -0.58 -4.31 -2.45
H -1.83 -2.08 0.32
H -2.10 -3.70 -0.37
H 1.47 -2.51 0.44
C 1.68 -0.54 1.98
H 1.36 0.30 2.60
H 2.60 -0.96 2.41
C 1.94 0.00 0.55
N 2.17 1.43 0.57
C 3.50 1.73 1.04
C 4.58 1.18 0.11
N 4.26 -0.20 -0.22
C 3.07 -0.80 -0.09
O 2.93 -1.96 -0.45
H 4.98 -0.75 -0.67
H 4.64 1.77 -0.81
H 5.56 1.21 0.59
H 3.61 1.29 2.03
H 3.61 2.81 1.14
C 1.80 2.11 -0.67
C 0.45 2.78 -0.53
C -0.72 2.06 -0.66
C -1.95 2.70 -0.53
C -2.00 4.07 -0.29
C -0.83 4.79 -0.15
C 0.39 4.14 -0.26
H 1.31 4.71 -0.16
H -0.86 5.85 0.04
H -2.96 4.55 -0.21
O -3.14 2.05 -0.71
C -3.40 0.89 -0.04
C -2.74 0.50 1.12
C -3.14 -0.64 1.79
C -4.19 -1.41 1.32
C -4.85 -1.02 0.16
C -4.46 0.12 -0.52
H -4.96 0.43 -1.42
H -5.67 -1.61 -0.22
H -4.50 -2.29 1.85
H -2.60 -0.94 2.68
H -1.92 1.09 1.51
H -0.70 1.00 -0.87
H 1.77 1.40 -1.51
H 2.54 2.87 -0.90
H 1.03 -0.19 -0.04
*
```

Löwdin population analysis, charges in e, atoms 1 to 5: O 0.050; C -0.485; N 0.080; C -0.135; H 0.121

=====

C24H27N5O3 in the gas phase. Source: the Open Molecules 2025 dataset; level of theory: wB97M-V/def2-TZVPD.

Values from the calculation:
HOMO level: -7.7 eV
LUMO level: 0.70 eV
energy above the lowest of the compared OMol25 structures with the same formula, charge and spin: 40.7 kcal/mol

```
! RIJCOSX wB97M-V def2-TZVPD def2/J DEFGRID3
* xyz 0 1
O -0.47 -0.63 2.69
C -0.28 -1.82 2.48
N -0.51 -2.82 3.33
H -0.27 -3.74 3.00
C -0.94 -2.64 4.70
C 0.16 -3.02 5.66
C 0.01 -4.06 6.57
C 1.07 -4.38 7.41
C 2.23 -3.63 7.30
N 2.38 -2.64 6.45
C 1.37 -2.34 5.65
H 1.54 -1.52 4.97
H 3.09 -3.84 7.94
H 0.98 -5.18 8.12
H -0.92 -4.62 6.61
H -1.83 -3.23 4.89
H -1.18 -1.57 4.81
C 0.24 -2.33 1.13
O 0.40 -3.53 0.93
N 0.50 -1.34 0.29
H 0.24 -0.40 0.58
C 0.89 -1.51 -1.09
H 1.89 -1.08 -1.25
H 0.93 -2.58 -1.30
C -0.13 -0.81 -2.00
N -0.35 0.56 -1.51
C -1.65 1.11 -1.84
C -1.86 2.40 -1.04
N -0.83 3.37 -1.34
C -1.00 4.25 -2.40
C -2.22 4.92 -2.55
C -2.41 5.84 -3.56
C -1.39 6.15 -4.44
C -0.17 5.51 -4.30
C 0.03 4.57 -3.29
H 0.99 4.09 -3.23
H 0.64 5.73 -4.97
H -1.54 6.87 -5.23
H -3.36 6.34 -3.65
H -3.03 4.73 -1.86
C 0.47 2.79 -1.06
H 1.25 3.52 -1.25
C 0.70 1.51 -1.86
H 1.67 1.08 -1.61
H 0.68 1.74 -2.94
H 0.48 2.54 0.01
H -2.85 2.80 -1.26
H -1.81 2.17 0.03
H -2.42 0.38 -1.58
H -1.73 1.34 -2.92
C 0.29 -0.87 -3.44
C -0.46 -0.95 -4.58
C 0.46 -0.91 -5.66
C 1.69 -0.81 -5.09
O 1.60 -0.79 -3.75
H 2.67 -0.76 -5.52
H 0.22 -0.95 -6.70
H -1.53 -1.03 -4.64
H -1.09 -1.33 -1.90
*
```

Löwdin population analysis, charges in e, atoms 1 to 5: O 0.063; C -0.412; N 0.088; H 0.147; C -0.120

=====

C24H27N5O4 in the gas phase. Source: the Open Molecules 2025 dataset; level of theory: wB97M-V/def2-TZVPD.

Values from the calculation:
HOMO level: -8.1 eV
LUMO level: 0.67 eV
energy above the lowest of the compared OMol25 structures with the same formula, charge and spin: 65.4 kcal/mol

```
! RIJCOSX wB97M-V def2-TZVPD def2/J DEFGRID3
* xyz 0 1
C -2.67 1.46 -4.30
H -3.72 1.16 -4.22
H -2.54 2.43 -3.81
H -2.40 1.54 -5.35
O -1.81 0.49 -3.77
C -1.90 0.19 -2.43
C -2.84 0.76 -1.59
C -2.91 0.41 -0.25
C -2.05 -0.54 0.27
C -1.09 -1.12 -0.56
C -0.99 -0.74 -1.91
O 0.03 -1.35 -2.60
C 0.57 -0.75 -3.75
H 1.51 -1.27 -3.93
H -0.08 -0.87 -4.62
H 0.76 0.31 -3.59
O -0.20 -2.02 -0.02
C -0.31 -3.35 -0.51
H 0.41 -3.94 0.06
H -0.07 -3.40 -1.57
H -1.32 -3.74 -0.35
C -2.10 -0.91 1.74
N -2.50 -2.28 1.91
C -1.89 -3.19 2.70
N -2.50 -4.36 2.61
C -3.50 -4.10 1.74
N -3.54 -2.87 1.29
H -4.20 -4.85 1.44
N -0.80 -2.84 3.44
C -0.16 -1.64 3.16
C -0.74 -0.72 2.38
C -0.09 0.56 1.95
O -0.59 1.64 2.13
N 1.09 0.33 1.31
C 1.83 1.29 0.58
C 2.16 0.98 -0.73
C 2.88 1.86 -1.51
C 3.31 3.08 -0.98
C 3.01 3.36 0.35
C 2.29 2.48 1.15
C 2.05 2.81 2.59
H 0.99 2.99 2.77
H 2.62 3.69 2.89
H 2.35 1.97 3.22
H 3.35 4.29 0.78
C 4.07 4.06 -1.81
H 4.86 4.53 -1.23
H 3.40 4.85 -2.16
H 4.51 3.58 -2.68
H 3.13 1.61 -2.53
H 1.83 0.04 -1.14
H 1.21 -0.62 0.99
C 1.16 -1.48 3.84
H 1.06 -1.70 4.90
H 1.89 -2.17 3.41
H 1.53 -0.46 3.72
H -0.33 -3.57 3.96
H -2.84 -0.25 2.23
H -3.65 0.87 0.38
H -3.54 1.48 -1.97
*
```

Löwdin population analysis, charges in e, atoms 1 to 5: C -0.076; H 0.098; H 0.100; H 0.096; O -0.107